(1)
Entry from the OMol25 dataset: a molecular structure, C44H62F6N6O4S2SbSeTi (the ωB97M-V functional and the def2-TZVPD basis).

Structure (XYZ):
```
127
C44H62F6N6O4S2SbSeTi the ωB97M-V functional and the def2-TZVPD basis
Ti 0.13598 -0.86536 -0.65291
C 0.02998 1.86104 5.82160
C 0.42125 1.95003 4.33551
C 0.61035 0.53059 3.80435
C -0.60437 2.85007 3.63558
C -0.49650 4.20669 3.95142
C -1.42428 5.14033 3.53547
C -2.50426 4.71086 2.77469
C -2.64278 3.39085 2.38377
C -3.81143 3.01371 1.49238
C -5.08380 2.82246 2.32831
C -4.04330 4.02909 0.36823
C -1.67353 2.41083 2.79958
N -1.66608 1.14869 2.27137
C -2.64253 0.27581 2.22848
O -3.55297 0.17194 3.08065
C -2.64060 -0.77612 1.12601
C -3.90222 -1.24625 0.81841
C -4.07176 -2.35608 0.00465
C -2.93668 -3.04567 -0.34268
C -1.68803 -2.52783 -0.03734
N -1.50465 -1.29509 0.57211
C -0.48951 -3.38472 -0.22879
O -0.60231 -4.59446 -0.43096
N 0.68327 -2.72258 -0.12791
C 1.78315 -3.43435 0.41545
C 1.67071 -3.96606 1.72681
C 2.72641 -4.69000 2.26521
C 3.90101 -4.88748 1.56019
C 4.02418 -4.34158 0.29616
C 2.99518 -3.60931 -0.28976
C 3.18463 -3.12808 -1.71966
C 4.58227 -2.55823 -1.97708
C 2.94099 -4.32378 -2.65307
C 0.43696 -3.75920 2.59478
C 0.81086 -3.17178 3.95981
C -0.33053 -5.07770 2.76145
H 0.77357 1.28192 6.37855
H -0.04663 2.85335 6.27240
H -0.94065 1.36723 5.91459
H 1.38580 2.46750 4.27353
H -0.26084 -0.08427 4.03408
H 0.75105 0.51105 2.72931
H 1.48456 0.08076 4.29027
H 0.34445 4.53340 4.55988
H -1.31409 6.18631 3.80027
H -3.25218 5.43578 2.46809
H -3.57926 2.06714 1.01247
H -5.33773 3.74769 2.85578
H -5.92340 2.54137 1.68223
H -4.92489 2.02758 3.05543
H -4.43786 4.97441 0.74922
H -3.10854 4.22328 -0.16332
H -4.76238 3.62404 -0.35058
H -4.74346 -0.75857 1.28770
H -5.05527 -2.70874 -0.27825
H -2.96793 -4.00958 -0.83293
H 2.62944 -5.11023 3.26098
H 4.71238 -5.46320 1.99192
H 4.94099 -4.50438 -0.25743
H 2.44549 -2.35841 -1.93622
H 5.34041 -3.34859 -1.96191
H 4.60628 -2.09721 -2.96378
H 4.86197 -1.79384 -1.25032
H 3.72724 -5.07076 -2.50467
H 1.97818 -4.79499 -2.44006
H 2.96397 -3.99397 -3.69550
H -0.21308 -3.03607 2.11105
H 1.38638 -3.88281 4.55811
H 1.39990 -2.26092 3.83229
H -0.09426 -2.91403 4.51687
H 0.30296 -5.82788 3.24503
H -1.22856 -4.92941 3.36964
H -0.63039 -5.45130 1.78360
C 3.76190 -0.94330 1.78453
S 2.86287 -0.29985 0.35725
C 3.36805 1.39118 0.65116
O 1.40169 -0.33459 0.84432
H 4.81315 -0.67501 1.65707
H 3.65209 -2.02596 1.80693
H 3.33699 -0.50086 2.68739
H 3.18389 1.65820 1.69505
H 2.77857 2.00206 -0.02160
H 4.42660 1.45546 0.36128
F 1.26579 0.30301 -1.55499
Sb 3.51835 1.20663 -3.07072
F 1.80341 1.65216 -4.05093
F 3.29075 3.48595 -2.88136
F 4.50907 1.76195 -4.64581
F 5.35862 0.82050 -1.15259
F 3.31165 -0.50036 -4.18546
Se -2.12731 1.18600 -1.53793
C -2.63904 2.04807 -3.15873
C -3.99659 2.10961 -3.46511
C -4.38389 2.60893 -4.69662
N -3.53082 3.05620 -5.61908
C -2.23349 3.01418 -5.30678
C -1.73842 2.53241 -4.10421
H -4.72891 1.74830 -2.75290
H -5.43376 2.65383 -4.96992
H -1.55289 3.37260 -6.07138
H -0.66930 2.51575 -3.93474
C 2.12049 5.43951 -0.66201
N 1.05518 4.54686 -0.22867
C 0.50527 3.54722 -0.91345
N 0.76226 3.33508 -2.17644
S -0.61002 2.60861 0.03684
H 2.88393 5.49674 0.11348
H 1.72424 6.44271 -0.83844
H 2.58988 5.06388 -1.57673
H 0.71454 4.63697 0.71898
H 1.63028 3.72064 -2.64873
H 0.49569 2.43091 -2.54747
C -2.39488 -1.80161 -3.72378
C -0.88563 -1.77516 -3.45097
C -0.19097 -0.86213 -4.45848
C -0.32183 -3.18814 -3.60207
O -0.64903 -1.30883 -2.13559
H -2.58536 -2.22833 -4.70996
H -2.80455 -0.78804 -3.69394
H -2.89995 -2.40274 -2.96616
H -0.24400 -1.30026 -5.45918
H 0.85821 -0.72945 -4.18977
H -0.66843 0.11607 -4.48452
H -0.58722 -3.59510 -4.58024
H -0.70877 -3.84673 -2.82245
H 0.76298 -3.13672 -3.51493
```

Summary:
- Charge: -2
- E_LUMO (spin up / spin down): 1.86 / 1.87 eV
- 2S+1: 2



(2)
Entry from the OMol25 dataset: 11 unconnected molecules or ions with the total composition C44H63F21O22 (the ωB97M-V functional and the def2-TZVPD basis).

Structure (XYZ):
```
150
C44H63F21O22 the ωB97M-V functional and the def2-TZVPD basis
C -38.35466 25.04074 -25.65104
C -37.23496 25.68705 -26.43408
O -37.01997 24.96550 -27.63640
C -37.57795 25.37425 -28.81385
O -38.07733 26.47396 -28.99990
C -37.49818 24.28650 -29.92510
F -37.14709 23.10878 -29.41117
F -38.74800 24.18021 -30.46767
F -36.57123 24.70998 -30.81023
H -38.11586 24.08589 -25.18269
H -39.25772 24.99057 -26.25937
H -38.60399 25.73977 -24.85274
H -36.29822 25.63926 -25.87881
H -37.40074 26.73777 -26.67199
C -38.47870 22.50962 -19.15149
C -38.70470 21.06393 -18.67594
O -38.88525 20.86950 -17.26525
C -40.08447 21.20448 -16.65689
O -41.09509 21.59714 -17.24199
C -40.03290 21.14092 -15.12348
F -39.16142 20.19529 -14.72360
F -39.68804 22.35796 -14.61845
F -41.27899 20.79901 -14.69215
H -38.09424 23.11514 -18.33073
H -39.43079 22.92337 -19.48380
H -37.82728 22.44035 -20.02267
H -37.83413 20.45990 -18.93158
H -39.48488 20.69005 -19.33899
C -34.15070 20.40385 -22.04197
C -33.18196 20.87718 -20.94963
O -32.29698 21.80051 -21.65002
C -32.66645 23.12817 -21.72697
O -33.80536 23.59626 -21.55315
C -31.46529 24.05109 -22.06865
F -31.13649 24.77628 -21.05344
F -30.41091 23.33568 -22.36122
F -31.78490 24.80511 -23.11673
H -33.60961 19.80417 -22.77388
H -34.64980 21.28225 -22.45114
H -34.92715 19.77926 -21.60026
H -32.58485 20.05313 -20.55911
H -33.69725 21.28984 -20.08228
C -34.45883 33.83504 -21.21935
C -35.09609 35.10617 -21.76208
O -35.31311 36.07633 -20.70950
C -36.46801 36.05264 -20.01597
O -37.49552 35.51397 -20.40277
C -36.46212 36.97427 -18.79404
F -35.67939 38.03246 -18.92922
F -37.70563 37.43726 -18.64989
F -36.08383 36.30052 -17.66849
H -34.03703 33.19669 -21.99568
H -35.10051 33.24811 -20.56219
H -33.53040 34.16941 -20.75639
H -35.99979 34.81254 -22.29611
H -34.47662 35.56444 -22.53301
C -28.47685 31.48690 -19.24757
C -29.29105 32.76125 -19.60952
O -29.33911 33.68185 -18.52173
C -30.15506 33.55049 -17.44264
O -30.98126 32.61411 -17.22424
C -29.99126 34.66139 -16.37001
F -29.06425 35.50225 -16.74645
F -31.17473 35.23024 -16.07450
F -29.62527 34.07650 -15.20082
H -28.80347 30.94729 -18.35862
H -27.42082 31.68820 -19.06765
H -28.61341 30.74637 -20.03565
H -30.27306 32.43158 -19.94871
H -28.74761 33.25209 -20.41691
C -34.08365 22.82038 -15.76536
C -33.35928 23.87785 -15.00708
O -32.06471 23.87459 -15.54449
C -31.68237 24.92710 -16.28566
O -32.40344 25.81007 -16.77484
C -30.13169 24.99595 -16.52391
F -29.73429 26.20284 -16.89043
F -29.48500 24.63598 -15.40255
F -29.73672 24.15178 -17.47069
H -33.58522 21.85182 -15.72577
H -34.14416 22.98648 -16.84093
H -35.06324 22.71607 -15.29888
H -33.32378 23.67563 -13.93659
H -33.80994 24.86985 -15.03776
C -42.55647 30.31633 -14.30189
C -41.29104 31.14380 -14.73695
O -40.99042 30.87677 -16.09195
C -40.22574 31.68435 -16.79344
O -39.59862 32.65512 -16.35821
C -40.18635 31.37305 -18.30496
F -38.96194 31.62627 -18.71838
F -40.55737 30.07814 -18.52547
F -41.01412 32.23249 -18.92718
H -42.37508 29.24804 -14.41996
H -43.37103 30.60106 -14.96786
H -42.95509 30.52867 -13.30986
H -40.37557 30.84143 -14.22844
H -41.52800 32.19035 -14.54542
O -37.50585 27.10119 -20.58846
C -36.46636 27.67009 -20.21040
C -35.37811 28.23765 -21.12088
C -34.34542 28.60468 -20.14298
C -35.10120 28.95318 -18.84867
O -36.18933 28.05458 -18.96303
H -34.90483 27.50406 -21.77353
H -35.75130 29.07499 -21.71053
H -33.65687 27.77347 -19.99103
H -33.68608 29.42559 -20.42493
H -34.48346 28.80111 -17.96358
H -35.46701 29.97959 -18.87644
O -43.91167 24.73205 -23.16142
C -43.69830 25.09745 -21.97788
C -42.56654 26.07659 -21.55737
C -42.99557 26.46681 -20.14920
C -43.81301 25.21626 -19.68129
O -44.40160 24.70791 -20.90442
H -41.76122 25.34210 -21.56652
H -42.18438 26.87077 -22.19873
H -42.16435 26.71982 -19.49105
H -43.60612 27.36069 -20.27691
H -43.16403 24.47586 -19.21360
H -44.64459 25.54831 -19.05973
O -35.87576 31.69669 -25.15902
C -35.13325 31.16276 -25.97556
C -34.62303 31.74473 -27.27038
C -34.18116 30.46688 -27.97913
C -33.88664 29.48614 -26.89909
O -34.74695 29.87793 -25.83419
H -35.37553 32.28519 -27.84462
H -33.84541 32.50313 -27.17966
H -34.87246 30.08853 -28.73216
H -33.28987 30.55879 -28.59981
H -33.99234 28.47448 -27.29083
H -32.88805 29.64747 -26.49303
C -46.55422 29.27584 -23.68978
O -45.17288 29.53991 -23.42665
C -44.77557 30.89063 -23.39336
C -43.29737 30.97842 -22.99980
O -42.48213 30.44803 -24.03403
C -41.04783 30.61455 -23.83981
H -46.81768 28.26996 -23.36283
H -46.81853 29.36953 -24.74309
H -47.25147 29.93482 -23.17239
H -45.37771 31.50485 -22.72384
H -44.91867 31.39253 -24.35030
H -43.08063 30.35282 -22.13393
H -42.95673 31.96974 -22.70088
H -40.75274 31.65979 -23.74764
H -40.55407 30.19605 -24.71683
H -40.68901 30.09923 -22.94886
```

Summary:
- E_LUMO: 0.05 eV
- 2S+1: 1
- SMILES: CCOC(=O)C(F)(F)F.CCOC(=O)C(F)(F)F.CCOC(=O)C(F)(F)F.CCOC(=O)C(F)(F)F.CCOC(=O)C(F)(F)F.CCOC(=O)C(F)(F)F.CCOC(=O)C(F)(F)F.O=C1CCCO1.O=C1CCCO1.O=C1CCCO1.COCCOC



Computed values of relative energy (zero: lowest compared OMol25 entry of this formula, charge and spin) (unit: kcal per mole) for the preceding records, in sequence: 27.6 0.0.
Computed values of F_max (unit: eV/Å) for the preceding records, in sequence: 2.97 5.12.